The following is a quantum chemistry calculation of a 4-piece molecular cluster, H8O4 overall at a distorted geometry, from the OMol25 dataset.

Structure (XYZ):
```
12
H8O4 wB97M-V/def2-TZVPD
O -1.71442 -0.71708 -1.11200
H -1.66242 -1.20108 -0.30800
H -1.97742 0.19892 -0.87500
O 1.06158 -1.93408 1.03900
H 1.11558 -1.30508 1.76100
H 0.13958 -2.20708 0.99700
O 0.66158 2.73092 0.30400
H 0.16958 2.62192 1.15000
H 0.48758 1.89892 -0.25000
O 0.68458 0.36292 -0.84900
H -0.14242 -0.01008 -1.18200
H 1.17658 -0.43908 -0.67500
```

Its SMILES is O.O.O.O. The value obtained for the total energy is -305.73906 Eh. The orbital gap is 10.365 eV. The value obtained for the energy above the lowest of the compared OMol25 structures with the same formula, charge and spin is 105.4 kJ/mol. The calculation puts the molar mass at 72.060 g/mol.

---

The following is a quantum chemistry calculation of a 4-piece molecular cluster, H8O4 overall at a distorted geometry, from the OMol25 dataset.

Structure (XYZ):
```
12
H8O4 wB97M-V/def2-TZVPD
O -1.71036 -1.27590 0.79088
H -1.90969 -0.35856 1.07147
H -2.26368 -1.55917 0.05028
O 2.47688 1.75186 1.04079
H 1.81074 2.22002 1.53943
H 2.09881 0.90922 0.85580
O -0.78833 -0.18743 -1.87358
H -0.72842 0.43561 -2.51183
H -1.56748 -0.01935 -1.25923
O 1.20560 -0.57208 0.08489
H 0.77821 -0.82808 0.80647
H 0.59770 -0.51614 -0.59538
```

Its SMILES is O.O.O.O. The value obtained for the total energy is -305.72744 Eh. The orbital gap is 10.675 eV. The value obtained for the energy above the lowest of the compared OMol25 structures with the same formula, charge and spin is 135.9 kJ/mol. The calculation puts the molar mass at 72.060 g/mol.

---

The following is a quantum chemistry calculation of H8O4Tl as an isolated structure at a distorted geometry, from the OMol25 dataset.

Structure (XYZ):
```
13
H8O4Tl wB97M-V/def2-TZVPD
Tl -0.59826 -0.20594 -1.79196
O -1.30319 -0.49356 0.90810
H -0.57510 -0.58912 1.55892
H -2.11879 -0.79457 1.38219
O 0.83505 -2.35823 -0.51941
H 1.34541 -2.97692 -1.09839
H 1.11379 -2.58512 0.39752
O -1.21854 2.24963 -0.54784
H -0.84885 3.16750 -0.52373
H -2.03395 2.28354 0.00563
O 1.55998 0.65267 -0.22118
H 2.05404 0.07412 0.40465
H 1.78841 1.57601 0.04551
```

The value obtained for the total energy is -476.70686 Eh. The orbital gap is 4.404 eV. As for the charge: +3. The value obtained for the energy above the lowest of the compared OMol25 structures with the same formula, charge and spin is 241.3 kJ/mol. The calculation puts the molar mass at 276.443 g/mol.

---

The following is a quantum chemistry calculation of a 2-piece molecular cluster, H8OSi3 overall at a distorted geometry, from the OMol25 dataset.

Structure (XYZ):
```
12
H8OSi3 wB97M-V/def2-TZVPD
O -0.99397 0.04923 -0.36829
Si -2.42510 -0.04503 0.51223
Si 2.23782 -0.29939 0.31271
Si 0.47671 0.48677 -1.00154
H -2.23212 -1.20256 1.31686
H -3.81801 -0.24689 -0.13446
H -2.21140 1.34655 1.25836
H 2.48456 -1.77672 0.76297
H 3.47770 0.30317 -0.12284
H 1.80956 0.35592 1.57654
H 0.07850 1.80962 -1.51735
H 1.11574 -0.78067 -2.59519
```

The value obtained for the total energy is -948.42760 Eh. The orbital gap is 9.149 eV. The value obtained for the energy above the lowest of the compared OMol25 structures with the same formula, charge and spin is 236.8 kJ/mol. The calculation puts the molar mass at 108.321 g/mol.

---

- Look up the energy above the lowest of the compared OMol25 structures with the same formula, charge and spin of the third one.
  241.3 kJ/mol